{"formula": "H32O16", "method": "the ωB97M-V functional and the def2-TZVPD basis", "symbols": ["O", "H", "H", "O", "H", "H", "O", "H", "H", "O", "H", "H", "O", "H", "H", "O", "H", "H", "O", "H", "H", "O", "H", "H", "O", "H", "H", "O", "H", "H", "O", "H", "H", "O", "H", "H", "O", "H", "H", "O", "H", "H", "O", "H", "H", "O", "H", "H"], "positions_angstrom": [[-2.54812, 0.99500, -2.44268], [-2.13294, 1.59571, -1.84643], [-1.90248, 1.05266, -3.12763], [1.72462, -0.68142, -2.24802], [2.44762, -1.06388, -2.68878], [2.14137, -0.05149, -1.68822], [-2.85026, -0.86190, 0.23337], [-2.68796, -1.50083, 0.88423], [-2.17506, -1.13691, -0.37264], [0.04874, 2.17348, 2.81219], [0.04629, 3.07352, 2.62707], [0.91543, 1.84032, 2.60849], [-1.98035, 2.17690, -0.06792], [-1.95453, 3.08460, 0.11453], [-2.15042, 1.77031, 0.77119], [-2.68180, 1.34755, 2.40406], [-1.78220, 1.19659, 2.52036], [-2.99011, 0.68530, 1.78120], [0.21882, -1.67235, 1.50434], [-0.30417, -2.33342, 0.99188], [1.17678, -1.68319, 1.24287], [-0.90979, -3.39230, -0.09902], [-0.53661, -3.17425, -0.96477], [-0.10955, -3.80855, 0.27844], [3.07570, 1.13402, -0.49028], [3.86724, 0.69337, -0.17721], [2.37692, 0.82375, 0.08991], [-1.12536, -1.29556, -2.06384], [-1.60753, -2.09204, -2.40316], [-1.79946, -0.64562, -2.24702], [-0.25038, -1.42948, 4.27702], [-0.05835, -1.17824, 3.37754], [0.02503, -0.69565, 4.79774], [0.21279, 1.04002, -3.67436], [0.53651, 0.44729, -3.00776], [0.47061, 0.63824, -4.52691], [1.14031, 3.25233, 0.15534], [1.49518, 3.55707, -0.69933], [0.43952, 2.61867, -0.00238], [2.25722, 0.62445, 2.25740], [2.94825, 1.21652, 2.02329], [2.37019, 0.52836, 3.20399], [0.25102, 0.40701, -0.13529], [0.20311, -0.06280, 0.76453], [-0.11259, -0.23281, -0.77346], [1.38964, -3.24261, -1.70352], [1.40532, -3.45251, -2.63994], [1.46576, -2.28519, -1.63040]], "charge": 0, "relative_energy_kcal_mol": 106.6, "total_energy_ev": -33280.31242, "spin_multiplicity": 1, "gap_ev": 10.18, "lumo_energy_ha": -0.012, "largest_force_ev_per_a": 2.9, "e_homo_ev": -10.50}



{"formula": "H32O16", "method": "the ωB97M-V functional and the def2-TZVPD basis", "symbols": ["O", "H", "H", "O", "H", "H", "O", "H", "H", "O", "H", "H", "O", "H", "H", "O", "H", "H", "O", "H", "H", "O", "H", "H", "O", "H", "H", "O", "H", "H", "O", "H", "H", "O", "H", "H", "O", "H", "H", "O", "H", "H", "O", "H", "H", "O", "H", "H"], "positions_angstrom": [[-3.79337, -0.82632, 2.39225], [-3.85104, 0.13649, 2.31956], [-2.86967, -1.10722, 2.38556], [-4.23240, 1.52576, -1.18683], [-5.19296, 1.45073, -1.02978], [-4.03159, 1.77235, -2.09166], [5.00833, -1.81067, 1.92381], [5.67800, -2.23032, 1.36788], [5.44313, -1.38403, 2.67075], [-0.18582, 3.09311, -4.10885], [-0.29989, 3.95093, -4.54886], [-0.70748, 2.54759, -4.71687], [-0.90576, -0.88383, 2.03719], [-0.60758, -0.00683, 1.77795], [-0.48173, -1.53115, 1.46721], [2.56757, 3.36136, 1.33679], [1.75263, 3.00384, 1.75398], [3.10328, 3.58831, 2.11495], [-2.57028, -0.41390, -1.52560], [-2.98190, -0.42183, -0.65424], [-1.93360, -1.13988, -1.52163], [-2.33521, 3.16693, 3.80361], [-1.97467, 3.33630, 4.67883], [-1.99029, 3.77133, 3.14742], [3.26414, 0.98433, 1.92881], [3.76890, 0.17226, 1.69083], [3.15812, 1.25776, 0.96203], [0.32175, -2.77549, -1.81945], [1.14662, -3.26207, -1.71276], [0.50211, -2.17577, -2.58092], [0.28811, 3.77252, 2.68961], [0.77503, 4.37342, 2.11858], [-0.03839, 4.24812, 3.46010], [0.67208, -5.36395, 2.27086], [1.37006, -4.95356, 2.80614], [1.03611, -5.24322, 1.38431], [-2.77624, -4.06755, -1.63239], [-3.45655, -4.28405, -0.98925], [-3.22815, -3.65358, -2.37217], [2.39396, 0.08897, -0.41888], [1.89749, -0.00030, -1.24950], [2.36615, -0.61807, 0.22929], [1.25979, -0.88323, -4.61667], [1.22493, 0.07826, -4.53040], [1.91124, -0.94568, -5.32805], [0.16212, 0.08040, -2.03870], [-0.29714, 0.72217, -2.57879], [-0.32991, -0.50075, -1.46609]], "charge": 1, "relative_energy_kcal_mol": 10.3, "total_energy_ev": -33268.03449, "spin_multiplicity": 2, "gap_ev": [9.28, 2.14], "lumo_energy_ha": [-0.119, -0.381], "largest_force_ev_per_a": 2.4, "e_homo_ev": [-12.52, -12.52], "s2": 0.76}



{"formula": "H32O20S", "method": "the ωB97M-V functional and the def2-TZVPD basis", "symbols": ["S", "O", "O", "O", "O", "O", "H", "H", "O", "H", "H", "O", "H", "H", "O", "H", "H", "O", "H", "H", "O", "H", "H", "O", "H", "H", "O", "H", "H", "O", "H", "H", "O", "H", "H", "O", "H", "H", "O", "H", "H", "O", "H", "H", "O", "H", "H", "O", "H", "H", "O", "H", "H"], "positions_angstrom": [[-0.09645, -0.21940, 0.05126], [-1.46745, -0.65040, 0.05926], [-0.01945, 1.19160, -0.38374], [0.58255, -0.43640, 1.31226], [0.60355, -1.00540, -0.95174], [3.19755, -1.09740, -1.53574], [2.26455, -1.12840, -1.44274], [3.46655, -0.94140, -0.61674], [-2.83245, -0.63140, 2.12126], [-2.36645, -0.74640, 1.30426], [-3.72045, -0.52940, 1.78926], [1.00355, 3.32560, 0.31726], [0.76855, 2.40960, 0.11826], [1.76055, 3.17260, 0.93026], [0.88355, -0.78840, -3.40574], [0.70255, -0.81140, -2.45774], [1.62355, -1.39740, -3.63474], [-0.01645, -1.92740, 3.29926], [-0.58945, -1.34240, 3.80426], [0.11455, -1.27640, 2.57026], [1.79455, 1.54460, -2.33574], [1.41355, 1.16760, -3.14974], [1.10555, 1.40560, -1.68274], [-1.78545, -1.80740, -3.70374], [-2.17045, -2.16140, -2.89374], [-1.04045, -1.31340, -3.38474], [1.04055, -3.35840, -1.53374], [0.81855, -2.39940, -1.44474], [1.86555, -3.35240, -1.05274], [3.09255, 2.20760, 1.70926], [3.25455, 1.71660, 0.95226], [2.56655, 1.61160, 2.23826], [-2.43345, -2.65940, -1.30174], [-2.00145, -3.42340, -0.94474], [-2.18245, -1.97640, -0.65474], [-1.48145, 1.69860, 2.71026], [-0.63245, 1.56460, 3.06226], [-1.90345, 0.85060, 2.74026], [-3.38345, 0.60260, -1.02774], [-2.69645, 0.11960, -0.59174], [-3.23945, 1.43960, -0.62274], [3.06455, -0.78340, 1.57826], [3.16455, -0.86140, 2.53626], [2.09855, -0.72140, 1.44526], [-1.93645, 2.86760, 0.18626], [-2.01345, 2.64360, 1.11626], [-1.22645, 2.39860, -0.14274], [-1.35145, 1.45360, -2.73574], [-2.08545, 0.94860, -2.43874], [-0.82645, 1.41360, -1.94974], [1.09755, 1.03560, 3.33726], [0.99555, 0.42560, 2.58526], [1.15455, 0.53160, 4.14626]], "charge": -2, "relative_energy_kcal_mol": 68.2, "total_energy_ev": -52309.11601, "spin_multiplicity": 1, "gap_ev": 8.56, "lumo_energy_ha": 0.164, "largest_force_ev_per_a": 4.3, "e_homo_ev": -4.09}



{"formula": "H33O17", "method": "the ωB97M-V functional and the def2-TZVPD basis", "symbols": ["O", "H", "H", "O", "H", "H", "O", "H", "H", "O", "H", "H", "O", "H", "O", "H", "H", "O", "H", "H", "O", "H", "H", "O", "H", "H", "O", "H", "H", "O", "H", "H", "O", "H", "H", "O", "H", "H", "O", "H", "H", "O", "H", "H", "O", "H", "H", "O", "H", "H"], "positions_angstrom": [[1.33333, 5.73727, -0.57819], [1.74276, 5.53430, 0.08778], [0.59370, 5.15796, -0.84688], [-1.96869, -3.30218, -2.17963], [-1.79780, -2.39386, -2.10485], [-1.02624, -3.53987, -2.08849], [1.96700, -5.42565, -0.96033], [1.64324, -4.47085, -1.58135], [1.01886, -5.83243, -0.99625], [1.70920, 0.13890, 5.84364], [1.13942, 0.56732, 5.24296], [2.08216, -0.83013, 5.76877], [1.00694, -0.98314, -2.91236], [0.96205, -1.04949, -3.81410], [0.17872, -1.37316, 2.65127], [1.20418, -1.33396, 2.46283], [0.26827, -0.98934, 3.48527], [1.41811, -3.42599, 0.74701], [1.61740, -4.17104, 0.11707], [0.73347, -3.08691, 0.29997], [0.59097, 1.46552, 0.72327], [-0.10854, 2.03006, 0.35138], [0.94064, -1.86736, -2.48937], [-2.66069, -3.03232, 0.95142], [-3.44670, -3.29800, 0.43874], [-1.79256, -3.25128, 0.48121], [-0.90644, 2.59145, -3.75150], [-1.79046, 2.21829, -3.62814], [-0.53225, 1.91845, -4.26147], [-0.94130, 2.95732, -0.51884], [-0.41432, 3.68575, -1.06618], [-0.86301, 2.17260, -1.22999], [1.16610, 4.68262, 3.04773], [0.69114, 4.01136, 3.49551], [1.50423, 4.16746, 2.34445], [0.65178, 4.12912, -2.64429], [0.66734, 5.04262, -3.09257], [0.90152, 3.34803, -3.28463], [-5.54299, 0.09952, 1.43570], [-5.03379, -0.71545, 1.72364], [-4.64290, 0.41423, 1.19640], [0.72018, -3.58609, -2.12278], [0.75648, -3.99103, -3.00860], [0.95038, 0.96177, 0.09112], [3.40334, -0.85835, 0.84601], [2.92302, -1.69659, 1.11505], [2.99161, -0.57050, 0.09965], [-2.12808, 0.31784, -0.10596], [-2.36363, 1.05150, 0.52263], [-1.49928, -0.25528, 0.39108]], "charge": 0, "relative_energy_kcal_mol": 103.3, "total_energy_ev": -35334.80270, "spin_multiplicity": 2, "gap_ev": [9.63, 4.36], "lumo_energy_ha": [-0.035, -0.229], "largest_force_ev_per_a": 14.7, "e_homo_ev": [-10.59, -10.59], "s2": 0.76}